One molecule with the formula C3H4N2OS at a distorted geometry. Source: the OMol25 dataset; level of theory: ωB97M-V/def2-TZVPD.

Atoms and positions in Å:
S (-1.72040, -1.41858, -0.55793)
O (2.04139, 0.38698, -1.02099)
N (-1.12951, -0.09176, 0.45016)
N (0.97540, -0.40235, -0.65302)
C (0.62126, 1.28496, 1.07368)
C (1.06871, 2.14759, 1.77938)
C (0.06951, 0.23029, 0.22694)
H (2.80482, 0.16660, -0.51898)
H (0.49860, -0.70719, -1.52430)
H (-3.04023, -1.22712, -0.37012)
H (1.45398, 2.85085, 2.44825)

Forces on atoms 1 to 2 (eV/Å):
0.4 0.6 0.5
-0.4 1.4 -1.4

For the energy relative to the best compared isomer or geometry (same formula, charge and spin), the calculation gives 108.94 kcal/mol. The calculation puts the frontier orbital gap at 9.588 eV. Its charge is 0.

So, what does the Löwdin scheme give us? The charges, in e, come out as: 0.715 -0.034 -0.260 -0.055 -0.050 0.145 -0.520 0.088 0.101 -0.153 0.021